Entry 1:
# C5H9N2O4

A cluster of 2 separate species, C5H9N2O4 in total (the ωB97M-V functional and the def2-TZVPD basis, the OMol25 dataset).

ORCA input file:
```
! RIJCOSX wB97M-V def2-TZVPD def2/J DEFGRID3
* xyz 1 1
C -2.7504 -3.3594 -0.3610
C 0.8123 0.9060 0.2375
C -1.3731 -0.3084 -0.5929
C 0.1848 2.1666 0.6420
C -0.2978 -0.3803 0.4137
N -0.8884 -0.4494 -1.8392
N 0.6810 -1.5490 0.3102
O -3.7468 -3.9136 -0.2380
O 1.9443 0.7158 -0.1414
O -1.7839 -2.7448 -0.3866
O -2.5593 -0.1252 -0.3385
H -0.7269 2.0232 1.2443
H 0.8966 2.9295 0.9541
H -0.0874 2.5827 -0.2656
H -0.6914 -0.3974 1.4928
H -1.3449 -0.3931 -2.7156
H 0.0702 -0.1296 -1.9933
H 1.4853 -1.1402 -0.0566
H 0.3272 -2.4468 -0.0664
H 0.8898 -1.8905 1.2108
*
```

Summary:
Energy relative to the best compared isomer or geometry (same formula, charge and spin): 57.9 kJ/mol

These are the Löwdin partial charges, in e, on atoms 1 to 8: -0.3699 -0.3259 -0.5733 0.0261 -0.0862 0.2049 0.2424 0.2773

Entry 2:
# C4H7NO

An isolated molecule of C4H7NO (the ωB97M-V functional and the def2-TZVPD basis, the OMol25 dataset).

ORCA input file:
```
! RIJCOSX wB97M-V def2-TZVPD def2/J DEFGRID3
* xyz 0 1
O -1.1365 -1.0824 0.3035
C -1.0625 0.2071 0.9038
C 0.4147 0.5790 1.0157
C 0.5532 0.3120 -0.5207
N 1.3116 -0.8663 -0.8920
C -0.9633 0.0604 -0.5471
H 0.8354 -1.6260 -0.4035
H -1.9001 0.5083 1.5220
H 1.0433 -0.0337 1.6681
H 0.5312 1.6370 1.2709
H 0.9152 1.1889 -1.0698
H 1.1189 -1.0390 -1.8788
H -1.6610 0.1548 -1.3722
*
```

Summary:
Energy relative to the best compared isomer or geometry (same formula, charge and spin): 270.0 kJ/mol
SMILES: N[C@@H]1C[C@@H]2O[C@H]12

These are the Löwdin partial charges, in e, on atoms 1 to 8: -0.0299 -0.2237 -0.0627 -0.3256 0.0406 -0.1936 0.0701 0.1405

Entry 3:
# C5H13N

An isolated molecule of C5H13N (the ωB97M-V functional and the def2-TZVPD basis, the OMol25 dataset).

ORCA input file:
```
! RIJCOSX wB97M-V def2-TZVPD def2/J DEFGRID3
* xyz 0 1
C -0.7293 -1.2936 -1.1062
C -1.2413 -2.5777 -0.4534
C -0.2121 -0.3444 -0.0024
N 0.3253 0.8674 -0.6040
C 1.1349 1.7562 0.2434
C 0.7313 1.7591 1.7213
H -1.4920 -0.7699 -1.6840
H 0.0870 -1.4902 -1.8026
H -1.9450 -3.1022 -1.0978
H -0.3706 -3.1620 -0.1545
H -1.7847 -2.3884 0.4734
H -1.0646 -0.0221 0.6011
H 0.4722 -0.9123 0.6345
H 0.8174 0.7202 -1.4730
H 0.8813 2.7726 -0.0690
H 2.2113 1.6473 0.1020
H 1.1012 2.7011 2.1194
H 1.0769 0.9526 2.3683
H -0.3551 1.7773 1.8330
*
```

Summary:
Energy relative to the best compared isomer or geometry (same formula, charge and spin): 72.9 kJ/mol
SMILES: CCCNCC

These are the Löwdin partial charges, in e, on atoms 1 to 8: -0.2535 -0.1190 -0.2766 -0.0920 -0.2790 -0.1133 0.1046 0.1006

Entry 4:
# ClH8O4

A cluster of 5 separate species, ClH8O4 in total (the ωB97M-V functional and the def2-TZVPD basis, the OMol25 dataset).

ORCA input file:
```
! RIJCOSX wB97M-V def2-TZVPD def2/J DEFGRID3
* xyz -1 1
Cl -8.3882 2.7745 -22.0676
O -9.8215 1.3554 -18.1398
H -10.4944 2.0078 -17.9453
H -9.4597 1.6278 -18.9831
O -10.4779 6.1751 -19.8110
H -9.9540 5.5266 -20.2812
H -11.2167 5.6779 -19.4600
O -4.8659 4.7716 -23.7987
H -5.7409 4.5637 -23.4710
H -4.3652 5.0027 -23.0163
O -6.1137 5.4996 -19.4064
H -6.6566 4.7990 -19.7678
H -6.2267 5.4263 -18.4587
*
```

Summary:
Energy relative to the best compared isomer or geometry (same formula, charge and spin): 102.1 kJ/mol

These are the Löwdin partial charges, in e, on atoms 1 to 8: -0.8379 -0.0709 0.0173 0.0059 -0.0666 0.0144 0.0189 -0.0710

Entry 5:
# C12H16Cl3CuN2OS

A structure of composition C12H16Cl3CuN2OS (the ωB97M-V functional and the def2-TZVPD basis, the OMol25 dataset).

ORCA input file:
```
! RIJCOSX wB97M-V def2-TZVPD def2/J DEFGRID3
* xyz 0 1
Cu 0.0620 0.2241 0.0666
C 2.0592 1.3155 -1.7324
C 2.6753 0.0005 -1.2930
N 1.6773 -0.9288 -0.6696
C 2.2831 -1.8077 0.3397
C 2.5678 -1.0221 1.6965
S 1.4710 0.3994 2.0331
C 2.3337 1.9329 1.5195
C 1.5996 2.7143 0.4142
N 1.0971 1.8315 -0.6939
H 1.5702 1.2089 -2.6912
H 2.8800 2.0669 -1.8433
H 3.4985 0.2418 -0.6325
H 3.2105 -0.4357 -2.1713
H 1.2715 -1.4404 -1.4815
H 3.2744 -2.2126 0.0411
H 1.5868 -2.5915 0.5752
H 3.6810 -0.8357 1.8503
H 2.3025 -1.6852 2.5440
H 3.3074 1.6210 1.0888
H 2.5807 2.4800 2.4272
H 2.2274 3.4779 -0.0553
H 0.7417 3.2553 0.8366
H 0.4387 2.5022 -1.0901
Cl -6.9696 -2.1745 -0.8816
C -5.4730 -1.5639 -0.2832
C -4.2974 -2.3432 -0.5067
C -3.0980 -1.8536 -0.1889
Cl -1.6645 -2.8136 -0.3059
C -2.9143 -0.4889 0.1568
O -1.7834 0.0235 0.2373
C -4.1118 0.2811 0.2722
Cl -3.9665 1.9212 0.7490
C -5.3748 -0.2288 0.1099
H -4.4587 -3.3858 -0.8009
H -6.2857 0.3138 0.3635
*
```

Summary:
Total energy: -110773.1195 eV

These are the Löwdin partial charges, in e, on atoms 1 to 8: 0.1872 -0.1633 -0.1950 -0.1237 -0.2333 -0.4200 0.9266 -0.4130

Entry 6:
# C5H14N2

A cluster of 2 separate species, C5H14N2 in total (the ωB97M-V functional and the def2-TZVPD basis, the OMol25 dataset).

ORCA input file:
```
! RIJCOSX wB97M-V def2-TZVPD def2/J DEFGRID3
* xyz 3 2
C 0.9277 -2.8082 0.1078
C 0.3992 -1.4649 -0.3280
C -0.5820 -0.7038 0.6078
C -1.0095 0.7400 0.0764
C -0.5281 3.1915 0.0678
N -0.1430 1.7907 0.6847
N 1.3101 -0.5432 -0.8325
H 0.1880 -3.4093 0.6290
H 1.3050 -3.3650 -0.7601
H 1.7710 -2.7648 0.8134
H -0.2627 -1.8119 -1.2110
H -0.1003 -0.5831 1.6068
H -1.4573 -1.3287 0.8874
H -2.0157 0.9530 0.5040
H -0.9851 0.8413 -1.0612
H -0.0384 3.7935 0.8387
H -0.1716 3.4057 -0.9498
H -1.6066 3.3345 0.1803
H -0.1389 0.1080 -1.7253
H 0.8623 1.5677 0.6241
H 2.2760 -0.9431 -0.7603
*
```

Summary:
Energy relative to the best compared isomer or geometry (same formula, charge and spin): 993.9 kJ/mol

These are the Löwdin partial charges, in e, on atoms 1 to 8: 0.0506 -0.4036 -0.0262 -0.0879 0.1064 0.2091 0.4078 0.1350

Copy entry 3 word for word.
# C5H13N

An isolated molecule of C5H13N (the ωB97M-V functional and the def2-TZVPD basis, the OMol25 dataset).

ORCA input file:
```
! RIJCOSX wB97M-V def2-TZVPD def2/J DEFGRID3
* xyz 0 1
C -0.7293 -1.2936 -1.1062
C -1.2413 -2.5777 -0.4534
C -0.2121 -0.3444 -0.0024
N 0.3253 0.8674 -0.6040
C 1.1349 1.7562 0.2434
C 0.7313 1.7591 1.7213
H -1.4920 -0.7699 -1.6840
H 0.0870 -1.4902 -1.8026
H -1.9450 -3.1022 -1.0978
H -0.3706 -3.1620 -0.1545
H -1.7847 -2.3884 0.4734
H -1.0646 -0.0221 0.6011
H 0.4722 -0.9123 0.6345
H 0.8174 0.7202 -1.4730
H 0.8813 2.7726 -0.0690
H 2.2113 1.6473 0.1020
H 1.1012 2.7011 2.1194
H 1.0769 0.9526 2.3683
H -0.3551 1.7773 1.8330
*
```

Summary:
Energy relative to the best compared isomer or geometry (same formula, charge and spin): 72.9 kJ/mol
SMILES: CCCNCC

These are the Löwdin partial charges, in e, on atoms 1 to 8: -0.2535 -0.1190 -0.2766 -0.0920 -0.2790 -0.1133 0.1046 0.1006